An isolated molecule of C3H5NO3. Source: the Open Molecules 2025 dataset; level of theory: the ωB97M-V functional and the def2-TZVPD basis.

For the HOMO energy, the calculation gives -9.4661 eV. As for the HOMO-LUMO gap: 10.30 eV. The calculated total energy is -10819.6336 eV. Its total charge is 0.

The geometry in XYZ format:
```
12
C3H5NO3 the ωB97M-V functional and the def2-TZVPD basis
O 0.7956 -0.9710 -0.0069
O 0.3304 0.4265 -0.0426
O -2.0142 2.6980 -0.9938
N -1.9108 0.2853 -0.9929
C -0.9920 0.5024 0.1613
C -1.7806 1.5622 -0.8013
C 2.0026 -1.0408 0.6948
H -1.9664 -0.3677 -1.7546
H 1.9030 -0.6326 1.7069
H 2.2225 -2.1051 0.7517
H -1.4007 0.1634 1.1048
H 2.8105 -0.5206 0.1728
```

Atom charges from the Mulliken analysis, given in e for atoms 1 to 2:
1 O -0.25
2 O -0.24

***

A structure of composition C25H48Cl3N4O3SSiSm. Source: the Open Molecules 2025 dataset; level of theory: the ωB97M-V functional and the def2-TZVPD basis.

For the HOMO energy (alpha / beta), the calculation gives -3.9374 / -3.9464 eV. As for the HOMO-LUMO gap (alpha / beta): 3.65 / 3.88 eV. The calculated total energy is -112993.1810 eV. The expectation value of S² is 8.759. Its total charge is 0. As for the multiplicity: 6.

The geometry in XYZ format:
```
86
C25H48Cl3N4O3SSiSm the ωB97M-V functional and the def2-TZVPD basis
Sm -0.8619 -0.9598 1.6111
Cl -0.2833 -1.6135 -0.7260
Cl 1.8558 -0.6428 1.6041
Cl -2.6427 -2.8513 1.8053
S -0.2005 -2.1511 4.2197
Si 0.7724 -3.6737 -1.2103
O 0.6539 -1.3719 -3.1380
O -0.6870 1.3542 2.1520
O -2.4459 0.0930 0.2223
N 0.2770 3.3862 1.7460
N 1.0523 -0.1146 5.4468
N -3.1469 0.1926 -1.9562
N -1.2535 0.1284 5.1231
C 0.8397 3.5654 -1.6330
C -1.0009 4.0457 1.5014
C 1.5384 -3.9563 -2.8714
C 0.1494 0.0115 -6.6588
C -2.5827 -0.4024 4.8250
C 1.4803 4.2018 1.8388
C -0.1345 -0.6304 4.9818
C 1.1914 -0.7866 -4.4854
C 0.0381 1.4533 -2.5115
C 2.2884 1.6212 -1.6724
C 1.0829 0.3739 6.8314
C 2.0541 2.9493 -1.3067
C 1.3265 0.8918 -2.4098
C 0.4567 0.1445 -5.2200
C -0.1751 2.8020 -2.2144
C 1.9814 -1.8252 -5.2395
C 2.0121 -3.8488 0.1736
C -2.6611 0.7387 -0.8341
C -1.1655 1.5865 5.1907
C -3.5820 1.0687 -3.0406
C 2.2846 -0.8089 5.0728
C 1.6638 -0.4121 -3.0335
C -0.6552 -4.8277 -0.8492
C 0.3316 2.1013 2.0893
C -3.3409 -1.2512 -2.1091
H -1.6391 1.9309 6.1188
H -1.7336 3.3288 1.1188
H -0.8352 4.8425 0.7671
H 2.3638 -0.8498 3.9812
H -1.4045 -4.4258 -0.1611
H 1.8779 -5.0046 -2.8632
H 2.8197 3.5204 -0.7772
H -0.5507 -0.7956 -6.9026
H -4.4570 0.6258 -3.5272
H 3.1142 -0.2322 5.4903
H 0.2233 1.0127 7.0413
H -3.8595 2.0358 -2.6062
H -1.6896 2.0376 4.3379
H -2.8909 -0.1792 3.7896
H -3.6692 -1.7073 -1.1684
H 3.2212 1.1283 -1.3810
H 2.8096 -2.2311 -4.6563
H 1.4432 4.9877 1.0758
H -1.3878 4.4961 2.4289
H 0.3151 1.1297 -4.7928
H -2.4514 1.8198 -0.9001
H 1.3405 -2.6653 -5.5206
H 0.6759 4.6305 -1.4357
H -0.1153 1.8904 5.1756
H -2.5791 -1.4888 4.9564
H -4.0961 -1.3909 -2.8855
H 2.3010 -1.8313 5.4727
H 0.8248 -3.8339 -3.6956
H 2.6243 -0.8544 -2.7673
H -0.3305 0.9395 -6.9783
H 2.4259 -3.3384 -3.0501
H 2.1321 -2.9467 0.7840
H 2.3674 -1.4094 -6.1804
H 2.9899 -4.1270 -0.2385
H -2.4118 -1.7357 -2.4418
H 1.7057 -4.6641 0.8396
H -1.1459 -5.1216 -1.7803
H -3.2955 0.0562 5.5202
H 1.3292 1.7041 2.3021
H -1.1412 3.2603 -2.4559
H -0.7663 0.8198 -2.8906
H 1.5756 4.6560 2.8396
H 1.1130 -0.4538 7.5576
H 2.0036 0.9566 6.9394
H -2.7816 1.2224 -3.7828
H 1.0365 -0.1430 -7.2835
H 2.3509 3.5586 1.6623
H -0.2635 -5.7422 -0.3916
```

Atom charges from the Mulliken analysis, given in e for atoms 1 to 2:
1 Sm 0.58
2 Cl 0.44

***

A structure of composition C3H5FeO4. Source: the Open Molecules 2025 dataset; level of theory: the ωB97M-V functional and the def2-TZVPD basis.

For the HOMO energy (alpha / beta), the calculation gives -6.6194 / -9.1003 eV. As for the HOMO-LUMO gap (alpha / beta): 6.50 / 8.53 eV. The calculated total energy is -45765.6282 eV. The expectation value of S² is 8.755. Its total charge is 0. As for the multiplicity: 6.

The geometry in XYZ format:
```
13
C3H5FeO4 the ωB97M-V functional and the def2-TZVPD basis
Fe 1.0368 -2.1849 -0.1601
O 0.7657 -0.0633 -0.4374
O 1.7854 -0.8711 1.2959
O 1.5375 1.3671 1.1421
O -0.9039 -2.2116 0.3088
C -0.2210 0.7849 -0.9134
C -0.6190 1.8991 -0.2726
C 1.5330 0.2182 0.7268
H -1.4417 -1.3380 0.2424
H -0.3420 0.6535 -1.9901
H -0.7190 2.8168 -0.8513
H -0.9119 1.8750 0.7765
H -1.4999 -2.9457 0.1324
```

Atom charges from the Mulliken analysis, given in e for atoms 1 to 2:
1 Fe 0.18
2 O -0.32

***

A structure of composition C3H2O2Pt. Source: the Open Molecules 2025 dataset; level of theory: the ωB97M-V functional and the def2-TZVPD basis.

For the HOMO energy (alpha / beta), the calculation gives -14.5460 / -14.9753 eV. As for the HOMO-LUMO gap (alpha / beta): 8.66 / 7.44 eV. The calculated total energy is -10467.1052 eV. The expectation value of S² is 3.761. Its total charge is +1. As for the multiplicity: 4.

The geometry in XYZ format:
```
8
C3H2O2Pt the ωB97M-V functional and the def2-TZVPD basis
Pt -0.3569 -2.0580 1.0900
O -1.4443 0.1302 1.7044
O 0.1262 -0.7936 -0.1820
C -2.1605 0.7145 2.3549
C 1.0237 0.8169 -1.2891
C 1.0066 0.0969 -0.2275
H -0.0666 -0.1081 -1.6072
H 1.8718 1.2012 -1.8435
```

Atom charges from the Mulliken analysis, given in e for atoms 1 to 2:
1 Pt 0.82
2 O -0.08

***

Relative energy (zero: lowest compared OMol25 entry of this formula, charge and spin), record by record: 139.61 112.17 31.84 74.09 kcal per mole